Run P
DFT (ωB97M-V with the def2-TZVPD basis set) results for a cluster of 2 separate species, C6H14N2O2 in total.

Computed properties:
Structure (SMILES) ... CNC(C)=O.CNC(C)=O
E_HOMO ... -9.4 eV

Geometry as ORCA input:
```
! RIJCOSX wB97M-V def2-TZVPD def2/J DEFGRID3
* xyz 0 1
C -0.876 -2.207 -0.694
N -1.392 -1.018 -1.401
C -2.062 -0.092 -0.584
C -2.273 1.236 -1.332
O -2.260 -0.203 0.555
H -0.611 -2.072 0.359
H -1.477 -3.125 -0.630
H -0.158 -2.613 -1.542
H -0.754 -0.654 -2.124
H -2.001 2.139 -0.905
H -2.076 1.078 -2.325
H -3.412 1.237 -1.334
C 2.239 -0.721 2.323
N 1.361 -0.066 1.352
C 1.745 1.090 0.775
C 0.887 1.653 -0.342
O 2.914 1.489 0.963
H 3.249 -0.345 2.201
H 2.129 -0.263 3.331
H 2.086 -1.738 2.195
H 0.415 -0.287 1.123
H 0.022 2.220 -0.242
H 1.697 2.392 -0.716
H 0.608 0.871 -1.006
*
```

Mulliken atomic charge list, values in e, 6 entries: -0.734 -0.291 0.630 -1.347 -0.514 0.202



Run Q
DFT (ωB97M-V with the def2-TZVPD basis set) results for a cluster of 2 separate species, C6H14N2O2 in total.

Computed properties:
Structure (SMILES) ... CNC(C)=O.CNC(C)=O
E_HOMO ... -9.2 eV

Geometry as ORCA input:
```
! RIJCOSX wB97M-V def2-TZVPD def2/J DEFGRID3
* xyz 0 1
C 0.307 -1.528 -2.506
N 1.294 -0.469 -2.043
C 1.502 -0.390 -0.696
C 2.202 0.997 -0.203
O 1.241 -1.308 0.048
H 0.601 -1.913 -3.566
H 0.421 -2.442 -1.837
H -0.681 -1.016 -2.518
H 1.142 0.379 -2.522
H 2.196 0.999 0.889
H 1.581 1.789 -0.720
H 3.251 0.879 -0.604
C -1.267 1.915 -0.205
N -1.704 0.621 0.305
C -1.277 0.170 1.559
C -1.298 -1.216 2.085
O -0.888 1.113 2.193
H -0.805 1.879 -1.190
H -2.165 2.546 -0.375
H -0.669 2.473 0.482
H -2.067 0.089 -0.502
H -1.245 -1.221 3.130
H -2.175 -1.877 1.703
H -0.354 -1.770 1.661
*
```

Mulliken atomic charge list, values in e, 6 entries: -0.735 -0.257 0.590 -0.971 -0.607 0.261



Which of them is most stable, and which least? Most stable: run Q; least stable: run P.



Run P
DFT (ωB97M-V with the def2-TZVPD basis set) results for a cluster of 2 separate species, C6H14N2O2 in total.

Computed properties:
Structure (SMILES) ... CNC(C)=O.CNC(C)=O
E_HOMO ... -9.3 eV

Geometry as ORCA input:
```
! RIJCOSX wB97M-V def2-TZVPD def2/J DEFGRID3
* xyz 0 1
C -1.167 -1.539 -1.725
N 0.119 -0.913 -1.329
C 1.145 -1.014 -2.351
C 2.269 -0.090 -1.924
O 1.182 -1.837 -3.141
H -1.998 -1.802 -0.877
H -1.881 -0.801 -2.401
H -1.001 -2.456 -2.330
H -0.129 -0.223 -0.581
H 3.218 -0.483 -2.141
H 2.233 0.785 -2.563
H 2.200 0.339 -0.939
C 0.495 -0.621 1.782
N -0.521 0.278 2.438
C -0.851 1.597 2.086
C -2.281 2.193 2.549
O -0.093 2.044 1.334
H -0.029 -1.496 1.382
H 1.207 -0.042 1.153
H 1.190 -1.133 2.549
H -1.004 -0.287 3.024
H -2.395 3.051 1.673
H -3.013 1.430 2.749
H -2.153 2.752 3.494
*
```

Mulliken atomic charge list, values in e, 6 entries: -0.918 -0.047 0.572 -0.963 -0.486 0.241



Run Q
DFT (ωB97M-V with the def2-TZVPD basis set) results for a cluster of 2 separate species, C6H14N2O2 in total.

Computed properties:
Structure (SMILES) ... CCC(N)=O.CCC(N)=O
E_HOMO ... -9.1 eV

Geometry as ORCA input:
```
! RIJCOSX wB97M-V def2-TZVPD def2/J DEFGRID3
* xyz 0 1
C -0.166 -3.199 0.560
C -1.039 -2.348 1.454
C -1.175 -0.925 1.025
N -1.497 0.015 1.945
O -0.802 -0.584 -0.089
H -0.567 -3.295 -0.453
H -0.051 -4.205 0.960
H 0.834 -2.870 0.256
H -1.968 -2.880 1.264
H -0.893 -2.489 2.516
H -1.461 0.979 1.649
H -2.128 -0.042 2.724
C 2.159 1.603 -0.549
C 1.068 2.638 -0.758
C 0.115 2.353 -1.902
N -0.147 1.030 -2.150
O -0.444 3.252 -2.506
H 1.762 0.579 -0.490
H 2.708 1.572 0.398
H 2.930 1.385 -1.288
H 0.466 2.444 0.142
H 1.382 3.669 -0.750
H -0.995 0.854 -2.665
H -0.092 0.466 -1.295
*
```

Mulliken atomic charge list, values in e, 6 entries: -1.176 -0.387 0.545 -0.398 -0.692 0.290



Run R
DFT (ωB97M-V with the def2-TZVPD basis set) results for a cluster of 2 separate species, C6H14N2O2 in total.

Computed properties:
Structure (SMILES) ... CNC(C)=O.CNC(C)=O
E_HOMO ... -9.3 eV

Geometry as ORCA input:
```
! RIJCOSX wB97M-V def2-TZVPD def2/J DEFGRID3
* xyz 0 1
C 1.522 -1.223 -0.764
N 1.235 -0.136 -1.675
C -0.036 0.066 -2.127
C -0.166 1.001 -3.289
O -0.989 -0.560 -1.691
H 1.809 -0.815 0.206
H 0.642 -1.855 -0.666
H 2.306 -1.912 -1.083
H 1.951 0.134 -2.325
H -1.135 1.224 -3.673
H 0.180 2.034 -3.157
H 0.412 0.548 -4.103
C -0.315 1.840 1.443
N -0.282 0.400 1.496
C -0.519 -0.254 2.667
C -1.164 -1.619 2.551
O -0.290 0.259 3.747
H -1.130 2.265 2.029
H 0.626 2.291 1.771
H -0.458 2.193 0.424
H -0.239 -0.097 0.625
H -2.232 -1.471 2.659
H -0.932 -2.063 1.582
H -0.795 -2.252 3.354
*
```

Mulliken atomic charge list, values in e, 6 entries: -1.005 -0.172 0.903 -1.403 -0.597 0.346



Run S
DFT (ωB97M-V with the def2-TZVPD basis set) results for a cluster of 2 separate species, C6H14N2O2 in total.

Computed properties:
Structure (SMILES) ... CNC(C)=O.CNC(C)=O
E_HOMO ... -9.1 eV

Geometry as ORCA input:
```
! RIJCOSX wB97M-V def2-TZVPD def2/J DEFGRID3
* xyz 0 1
C -0.349 -0.827 -2.698
N -0.407 -1.066 -1.292
C -1.169 -2.039 -0.731
C -1.162 -2.142 0.881
O -2.024 -2.689 -1.284
H -0.414 -1.716 -3.318
H -1.120 -0.119 -3.074
H 0.616 -0.446 -3.041
H -0.024 -0.353 -0.699
H -2.073 -1.737 1.261
H -0.799 -3.123 1.108
H -0.531 -1.356 1.321
C 2.273 0.198 0.733
N 1.846 1.523 1.151
C 0.568 2.013 1.079
C 0.385 3.488 1.244
O -0.386 1.266 0.924
H 2.032 -0.590 1.451
H 1.751 -0.069 -0.183
H 3.354 0.216 0.533
H 2.571 2.147 1.457
H 1.130 4.024 0.646
H -0.663 3.761 1.102
H 0.423 3.721 2.330
*
```

Mulliken atomic charge list, values in e, 6 entries: -1.077 -0.044 0.525 -0.781 -0.608 0.374



Which of them is most stable, and which least? Most stable: run R; least stable: run P.



Run P
DFT (ωB97M-V with the def2-TZVPD basis set) results for a cluster of 2 separate species, C6H14N2O2 in total.

Computed properties:
Structure (SMILES) ... CNC(C)=O.CNC(C)=O
E_HOMO ... -9.0 eV

Geometry as ORCA input:
```
! RIJCOSX wB97M-V def2-TZVPD def2/J DEFGRID3
* xyz 0 1
C -3.092 -1.304 -0.315
N -3.188 -0.244 0.697
C -2.035 0.085 1.352
C -2.145 1.109 2.368
O -0.919 -0.407 1.060
H -3.943 -1.972 -0.239
H -3.364 -0.856 -1.216
H -2.122 -1.771 -0.302
H -4.002 0.227 0.936
H -2.927 0.957 3.126
H -1.186 1.178 2.897
H -2.389 2.242 1.921
C 3.081 -0.830 0.540
N 1.937 -0.239 -0.274
C 2.251 0.417 -1.457
C 1.121 0.913 -2.229
O 3.379 0.500 -1.916
H 2.802 -1.859 0.852
H 4.076 -0.787 0.082
H 3.325 -0.211 1.491
H 1.040 0.001 0.279
H 1.476 1.799 -2.660
H 0.250 1.068 -1.658
H 0.957 0.281 -3.169
*
```

Mulliken atomic charge list, values in e, 6 entries: -0.881 -0.170 0.855 -1.216 -0.698 0.315



Run Q
DFT (ωB97M-V with the def2-TZVPD basis set) results for a cluster of 2 separate species, C6H14N2O2 in total.

Computed properties:
Structure (SMILES) ... CNC(C)=O.CNC(C)=O
E_HOMO ... -9.6 eV

Geometry as ORCA input:
```
! RIJCOSX wB97M-V def2-TZVPD def2/J DEFGRID3
* xyz 0 1
C 0.480 2.488 -1.042
N 0.994 1.400 -0.181
C 2.201 0.829 -0.509
C 2.905 0.182 0.670
O 2.631 0.803 -1.640
H 0.528 3.381 -0.412
H 1.203 2.671 -1.829
H -0.528 2.272 -1.362
H 0.716 1.400 0.783
H 2.181 -0.293 1.329
H 3.619 -0.553 0.355
H 3.417 0.950 1.254
C -1.500 -1.630 2.074
N -1.678 -1.040 0.769
C -1.855 -1.714 -0.395
C -1.814 -0.850 -1.645
O -1.924 -2.929 -0.448
H -1.951 -2.619 2.075
H -0.463 -1.661 2.363
H -2.010 -1.044 2.841
H -1.619 -0.045 0.719
H -2.141 0.155 -1.382
H -0.823 -0.888 -2.079
H -2.569 -1.264 -2.310
*
```

Mulliken atomic charge list, values in e, 6 entries: -0.904 -0.141 0.769 -1.071 -0.619 0.349



Run R
DFT (ωB97M-V with the def2-TZVPD basis set) results for a cluster of 2 separate species, C6H14N2O2 in total.

Computed properties:
Structure (SMILES) ... CNC(C)=O.CNC(C)=O
E_HOMO ... -9.6 eV

Geometry as ORCA input:
```
! RIJCOSX wB97M-V def2-TZVPD def2/J DEFGRID3
* xyz 0 1
C -1.460 -1.754 0.183
N -1.349 -0.333 0.349
C -2.160 0.379 1.184
C -2.067 1.873 0.964
O -3.032 -0.172 1.821
H -2.492 -2.113 0.263
H -1.286 -1.976 -0.862
H -0.935 -2.360 0.924
H -0.601 0.183 -0.077
H -1.221 2.164 0.344
H -2.981 2.210 0.490
H -1.902 2.389 1.916
C 2.863 -0.242 0.815
N 2.039 0.467 -0.140
C 1.729 -0.090 -1.345
C 1.338 0.852 -2.453
O 1.882 -1.285 -1.519
H 3.933 -0.081 0.632
H 2.671 0.092 1.828
H 2.720 -1.312 0.708
H 1.856 1.421 0.115
H 1.987 1.729 -2.471
H 1.455 0.299 -3.378
H 0.294 1.134 -2.333
*
```

Mulliken atomic charge list, values in e, 6 entries: -1.010 -0.028 0.678 -0.927 -0.643 0.374



Which of them is most stable, and which least? Most stable: run Q; least stable: run P.



Run P
DFT (ωB97M-V with the def2-TZVPD basis set) results for a cluster of 2 separate species, C6H14N2O2 in total.

Computed properties:
Structure (SMILES) ... CNC(C)=O.CNC(C)=O
E_HOMO ... -9.1 eV

Geometry as ORCA input:
```
! RIJCOSX wB97M-V def2-TZVPD def2/J DEFGRID3
* xyz 0 1
C -0.653 0.651 -2.443
N 0.545 0.042 -1.889
C 1.420 0.789 -1.056
C 2.523 -0.087 -0.671
O 1.084 1.852 -0.643
H -1.581 0.653 -1.900
H -0.397 1.649 -2.806
H -1.011 0.332 -3.533
H 0.833 -0.974 -2.167
H 3.385 -0.224 -1.322
H 2.830 0.250 0.392
H 2.172 -1.129 -0.541
C -1.589 -1.947 0.685
N -1.046 -0.554 0.757
C -0.907 0.056 2.018
C -0.201 1.281 2.384
O -1.283 -0.566 3.000
H -1.508 -2.384 1.660
H -2.689 -1.882 0.745
H -1.190 -2.447 -0.146
H -0.768 -0.015 -0.113
H 0.728 0.898 2.811
H 0.138 1.988 1.678
H -0.836 1.768 3.103
*
```

Mulliken atomic charge list, values in e, 6 entries: -0.851 -0.315 0.830 -1.198 -0.571 0.331



Run Q
DFT (ωB97M-V with the def2-TZVPD basis set) results for a structure of composition C6H14N2O2.

Computed properties:
E_HOMO ... -9.2 eV

Geometry as ORCA input:
```
! RIJCOSX wB97M-V def2-TZVPD def2/J DEFGRID3
* xyz 0 1
C -1.313 0.501 0.892
C -1.661 0.084 -1.593
C -0.903 -0.059 2.249
C -1.021 -0.361 -0.307
N -0.754 -1.628 -0.112
H -0.796 -2.200 -0.948
H -0.835 1.466 0.724
H -2.391 0.690 0.888
H -1.401 -0.571 -2.424
H -1.346 1.094 -1.846
H -2.744 0.097 -1.483
H -1.428 -0.989 2.460
H -1.167 0.650 3.033
H 0.166 -0.246 2.292
C 1.463 1.589 -1.111
C 2.277 -0.482 0.047
N 1.763 -1.552 0.608
O 1.116 0.331 -0.554
O 3.384 -0.140 -0.274
H 2.483 -2.198 0.902
H 0.439 -1.804 0.331
H 1.154 2.398 -0.448
H 2.543 1.629 -1.246
H 0.973 1.703 -2.079
*
```

Mulliken atomic charge list, values in e, 6 entries: -0.255 -1.603 -1.353 1.051 -0.628 0.318



Run R
DFT (ωB97M-V with the def2-TZVPD basis set) results for the molecule C6H14N2O2.

Computed properties:
Structure (SMILES) ... CN[C@@H](C)[C@@](C)(O)C(N)=O
E_HOMO ... -8.9 eV

Geometry as ORCA input:
```
! RIJCOSX wB97M-V def2-TZVPD def2/J DEFGRID3
* xyz 0 1
C -0.578 1.475 1.717
N -0.514 0.058 1.390
C -0.852 -0.428 -0.057
C -2.098 0.202 -0.656
C 0.410 -0.141 -0.858
C 0.801 -1.310 -1.767
O 0.316 1.049 -1.598
C 1.577 0.081 0.244
N 1.884 -0.942 1.088
O 2.372 0.977 -0.010
H -0.280 1.612 2.757
H -1.574 1.908 1.584
H 0.111 2.011 1.067
H -1.130 -0.455 2.015
H -0.988 -1.508 0.057
H -1.945 1.265 -0.819
H -2.312 -0.247 -1.623
H -2.948 0.060 0.010
H 0.867 -2.245 -1.215
H 1.769 -1.099 -2.220
H 0.043 -1.439 -2.538
H 1.172 1.499 -1.478
H 2.803 -0.898 1.503
H 1.094 -1.485 1.408
*
```

Mulliken atomic charge list, values in e, 6 entries: -0.931 -0.380 -0.014 -1.745 1.374 -1.791



Which of them is most stable, and which least? Most stable: run R; least stable: run Q.